Here is a 2-piece molecular cluster, C27H22N4O3 overall from the OMol25 dataset. Energies are from ωB97M-V with the def2-TZVPD basis set.

Results
HOMO level = -5.97 eV
Net charge = 0
LUMO energy = -3.17 eV

```
56
C27H22N4O3 | the OMol25 dataset | ωB97M-V with the def2-TZVPD basis set
C -4.8884 1.5755 4.9162
O -4.7058 0.4810 4.0465
C -3.7450 0.6741 3.0774
C -3.4709 -0.3809 2.1801
C -2.5377 -0.2557 1.1906
C -1.8182 0.9451 1.0175
C -0.9902 1.2238 -0.1385
C -0.1293 2.3838 -0.2294
C -0.0787 2.8268 -1.5700
C 0.5499 4.0239 -1.8999
C 1.1644 4.7433 -0.8963
C 1.1853 4.2736 0.4177
C 0.5526 3.1030 0.7624
C -0.8002 1.8648 -2.3735
C -1.2833 0.8494 -1.5109
C -2.0095 -0.2174 -2.0576
C -2.2649 -0.2305 -3.4090
C -1.8305 0.8039 -4.2384
C -1.0920 1.8518 -3.7337
C -2.0883 1.9914 1.9273
C -3.0114 1.8666 2.9216
H -5.6500 1.3221 5.6530
H -3.9567 1.7938 5.4378
H -5.2229 2.4482 4.3555
H -4.0309 -1.2924 2.2961
H -2.3298 -1.0886 0.5446
H 0.5165 4.3898 -2.9126
H 1.6278 5.6885 -1.1278
H 1.7013 4.8419 1.1743
H 0.6118 2.7134 1.7640
H -2.3284 -1.0312 -1.4339
H -2.8129 -1.0529 -3.8388
H -2.0774 0.7852 -5.2877
H -0.7713 2.6666 -4.3611
H -1.6061 2.9387 1.7656
H -3.2083 2.6993 3.5732
C 3.5080 -3.0473 -3.2972
N 3.2312 -2.9678 -1.8896
C 3.9146 -3.8653 -1.0548
O 4.7004 -4.6712 -1.5192
N 3.6719 -3.8127 0.3246
C 4.3685 -4.7313 1.1926
C 2.7719 -2.8959 0.8368
C 2.0833 -1.9994 -0.0019
C 2.3056 -2.0135 -1.4347
O 1.7305 -1.2520 -2.1946
N 1.2864 -1.2445 0.7668
C 1.5000 -1.6802 2.0151
N 2.3806 -2.6684 2.1078
H 2.9185 -2.3025 -3.8264
H 4.5671 -2.8724 -3.4676
H 3.2608 -4.0423 -3.6579
H 4.0628 -4.5573 2.2231
H 4.1288 -5.7533 0.9022
H 5.4422 -4.5779 1.0932
H 0.9965 -1.2644 2.8796
```

Listed below, in e, are the natural (NBO) charges computed for each atom: -0.2581, -0.4616, 0.3903, -0.2602, -0.0850, -0.1856, 0.3796, -0.0672, -0.0100, -0.2022, -0.1353, -0.2296, -0.1352, 0.0942, -0.1569, -0.0886, -0.2160, -0.1360, -0.2067, -0.0339, -0.3470, 0.2122, 0.1845, 0.1809, 0.2402, 0.2339, 0.2236, 0.2230, 0.2261, 0.2321, 0.2187, 0.2254, 0.2223, 0.2191, 0.2186, 0.2316, -0.4114, -0.4631, 0.7914, -0.6618, -0.4177, -0.4032, 0.3013, -0.1300, 0.6616, -0.6716, -0.5343, 0.1268, -0.5686, 0.2353, 0.2042, 0.2032, 0.2329, 0.2017, 0.2023, 0.1600

Here is C27H23AsBr4N2O3PReSe3 as an isolated structure from the OMol25 dataset. Energies are from ωB97M-V with the def2-TZVPD basis set.

Results
Spin multiplicity = 2
HOMO level (spin up / spin down) = -10.14 / -10.07 eV
Net charge = +1
LUMO energy (spin up / spin down) = -4.08 / -4.03 eV

```
65
C27H23AsBr4N2O3PReSe3 | the OMol25 dataset | ωB97M-V with the def2-TZVPD basis set
Re -0.5406 0.6260 -1.0844
Se -0.2490 1.0214 1.4014
P 1.8978 0.7753 1.0066
Se 1.9820 0.7694 -1.1752
C 2.4201 -0.8288 1.6750
C 2.0914 -1.1619 2.9891
C 2.5082 -2.3693 3.5254
C 3.2471 -3.2561 2.7506
C 3.5698 -2.9311 1.4409
C 3.1599 -1.7177 0.9014
C 2.9347 2.0278 1.7726
C 2.7321 2.3603 3.1119
C 3.5410 3.3078 3.7134
C 4.5494 3.9245 2.9819
C 4.7438 3.6015 1.6480
C 3.9339 2.6550 1.0368
H 1.4971 -0.4867 3.5930
H 2.2578 -2.6192 4.5481
H 3.5773 -4.1966 3.1722
H 4.1555 -3.6144 0.8393
H 3.4147 -1.4643 -0.1201
H 1.9338 1.8997 3.6817
H 3.3819 3.5725 4.7500
H 5.1784 4.6676 3.4537
H 5.5212 4.0902 1.0765
H 4.0736 2.4177 -0.0104
Br -0.0882 6.2147 -5.0834
C -0.2732 4.4343 -4.5128
C -0.2515 3.3791 -5.4417
Br -0.0518 3.7399 -7.2735
C -0.3804 2.0587 -5.0222
Br -0.4103 0.5922 -6.1933
C -0.5061 1.7851 -3.6625
O -0.7120 0.5824 -3.1359
C -0.5375 2.8432 -2.7513
O -0.7747 2.4572 -1.4746
C -0.4345 4.1644 -3.1581
Br -0.4990 5.4897 -1.8340
C -0.6482 -2.9866 1.4170
As -0.8030 -2.8881 -0.4861
C -2.5524 -3.3514 -1.1159
C 0.4760 -4.0552 -1.2790
O -0.3651 -1.3457 -1.0078
H -1.3518 -3.7144 1.8169
H -0.8435 -1.9965 1.8248
H 0.3749 -3.2729 1.6593
H -3.0525 -3.9743 -0.3765
H -2.4496 -3.8921 -2.0545
H -3.1256 -2.4424 -1.2776
H 0.2647 -5.0848 -0.9918
H 1.4622 -3.7618 -0.9241
H 0.4236 -3.9472 -2.3605
Se -3.4545 0.7833 -2.7437
N -2.6806 0.3868 -1.1587
C -3.6391 -0.0045 -0.3190
C -3.4643 -0.4002 1.0389
C -4.5536 -0.8062 1.7405
C -5.8642 -0.8467 1.1630
C -6.0732 -0.4643 -0.1183
C -4.9563 -0.0264 -0.8961
N -5.0474 0.3753 -2.1545
H -2.4856 -0.3498 1.4931
H -4.4381 -1.0975 2.7770
H -6.6936 -1.1766 1.7736
H -7.0529 -0.4711 -0.5759
```

Listed below, in e, are the natural (NBO) charges computed for each atom: 1.2075, -0.2562, 1.0667, -0.1736, -0.4374, -0.1364, -0.2262, -0.1927, -0.2058, -0.2025, -0.3474, -0.2059, -0.1978, -0.1745, -0.1865, -0.2034, 0.2178, 0.2299, 0.2301, 0.2276, 0.2397, 0.2178, 0.2282, 0.2285, 0.2286, 0.2316, 0.1330, -0.1535, -0.1367, 0.1392, -0.1632, 0.1169, 0.2199, -0.7279, 0.2259, -0.5777, -0.1599, 0.1348, -0.9980, 1.9965, -0.9831, -0.9853, -1.0657, 0.2588, 0.2752, 0.2687, 0.2619, 0.2654, 0.2629, 0.2576, 0.2664, 0.2694, 1.1119, -0.7423, 0.2115, -0.2788, -0.1468, -0.2095, -0.1728, 0.0626, -0.5796, 0.2281, 0.2269, 0.2343, 0.2450

Here is C27H23BiCl2N7O3S as an isolated structure from the OMol25 dataset. Energies are from ωB97M-V with the def2-TZVPD basis set.

Results
HOMO level = -10.97 eV
Net charge = +1
LUMO energy = -3.45 eV

```
64
C27H23BiCl2N7O3S | the OMol25 dataset | ωB97M-V with the def2-TZVPD basis set
Bi 1.1120 -1.1569 0.1005
N -2.9766 -3.8681 -1.1926
C -1.6402 -3.9221 -1.2022
N -1.1563 -2.8849 -0.5533
C -2.2732 -2.2136 -0.1660
N -3.4012 -2.7849 -0.5270
C -2.2545 -0.9462 0.5752
C -3.4463 -0.3728 0.9920
N -3.4887 0.7703 1.6698
C -2.3313 1.3542 1.9262
C -1.1233 0.8056 1.5117
N -1.0824 -0.3454 0.8497
H -3.6424 -4.5086 -1.5934
H -1.0744 -4.7075 -1.6758
H -4.3841 -0.8628 0.7669
H -2.3424 2.2953 2.4589
H -0.1940 1.3189 1.6972
Cl 0.3334 -2.6357 -7.2126
C 0.3223 -2.0443 -5.5871
C -0.8682 -1.5635 -5.0390
C -0.8922 -1.0814 -3.7526
Cl -2.3890 -0.5045 -3.0966
C 0.2625 -1.0404 -2.9349
O 0.1872 -0.4919 -1.7530
C 1.4471 -1.5647 -3.5103
C 2.6991 -1.6404 -2.7934
O 2.8780 -1.4512 -1.5920
C 1.4644 -2.0419 -4.8329
H -1.7753 -1.5663 -5.6281
H 3.5737 -1.9141 -3.4018
H 2.3909 -2.4161 -5.2507
C 0.6864 -2.7716 6.0297
C 0.1339 -3.0825 4.7965
C 0.4374 -2.3014 3.6928
C 1.2857 -1.2098 3.8296
C 1.8444 -0.8935 5.0649
C 1.5409 -1.6808 6.1598
N 1.5298 -0.4557 2.6469
N 2.1598 0.6021 2.7785
C 2.3634 1.3344 1.5749
C 2.9858 2.5645 1.7343
C 3.2094 3.3669 0.6259
C 2.8111 2.9331 -0.6280
C 2.1851 1.6982 -0.7806
C 1.9479 0.8870 0.3153
H 0.4551 -3.3799 6.8938
H -0.5295 -3.9305 4.6946
H 0.0102 -2.5312 2.7226
H 2.5065 -0.0439 5.1503
H 1.9731 -1.4464 7.1232
H 3.2851 2.8734 2.7272
H 3.6964 4.3255 0.7432
H 2.9853 3.5552 -1.4969
H 1.8682 1.3804 -1.7660
C -0.8479 5.3872 -1.2359
S -0.7168 3.6007 -1.2979
C -2.3816 3.2739 -1.8725
O -0.6777 3.1405 0.1253
H -1.6701 5.6566 -0.5738
H -1.0074 5.7752 -2.2416
H 0.0915 5.7653 -0.8378
H -3.0909 3.6989 -1.1627
H -2.4918 2.1923 -1.9222
H -2.5133 3.7015 -2.8664
```

Listed below, in e, are the natural (NBO) charges computed for each atom: 1.7973, -0.3248, 0.2042, -0.5152, 0.2709, -0.2379, 0.1258, 0.0324, -0.3340, 0.0271, 0.0631, -0.4723, 0.4333, 0.2267, 0.2305, 0.2245, 0.2414, 0.0356, -0.0829, -0.1807, -0.0956, 0.0181, 0.3673, -0.8238, -0.2239, 0.4572, -0.6212, -0.1711, 0.2512, 0.1537, 0.2364, -0.1799, -0.1944, -0.2247, 0.1466, -0.2205, -0.1920, -0.2499, -0.1304, 0.1124, -0.1830, -0.1950, -0.1815, -0.1972, -0.4812, 0.2276, 0.2241, 0.2087, 0.2417, 0.2287, 0.2341, 0.2281, 0.2233, 0.2240, -0.8244, 1.2574, -0.8288, -1.0213, 0.2375, 0.2362, 0.2441, 0.2361, 0.2436, 0.2372

Results for energy above the lowest of the compared OMol25 structures with the same formula, charge and spin: 42.9, 12.1, 8.4 (in kcal/mol, following the order of the records).